<one>
Here is C6H11N in the gas phase from OMol25. Energies are from ωB97M-V/def2-TZVPD.

```
18
Properties=species:S:1:pos:R:3
N 0.627 2.108 1.941
C -1.416 -0.131 0.090
C 0.016 -0.417 -0.379
C 0.828 1.101 1.407
C 1.083 -0.174 0.713
C -2.426 0.070 -1.039
C 2.518 -0.154 0.171
H 2.779 -1.120 -0.271
H 0.256 0.216 -1.244
H 0.113 -1.458 -0.717
H -1.755 -0.939 0.750
H 2.628 0.619 -0.596
H -3.397 0.360 -0.622
H 0.999 -0.962 1.473
H -1.407 0.781 0.698
H -2.573 -0.836 -1.638
H 3.229 0.062 0.973
H -2.103 0.874 -1.711
```

## Properties
total charge	0
HOMO-LUMO gap	12.3	eV
E_HOMO	-11.38	eV
SMILES	CCC[C@@H](C)C#N
M	97.161	g mol⁻¹
spin multiplicity	1

=====

<two>
Here is C6H11N in the gas phase from OMol25. Energies are from ωB97M-V/def2-TZVPD.

```
18
Properties=species:S:1:pos:R:3
N 1.654 -2.026 0.086
C -0.779 1.161 0.794
C 0.192 -1.619 -0.060
C 1.082 1.740 -0.574
C 0.182 0.794 -0.249
C 0.025 -0.497 -1.056
C -2.125 1.211 0.713
H -1.015 -0.470 -1.438
H 1.197 2.669 -0.015
H 0.646 -0.309 -1.939
H 1.594 -2.815 0.718
H -2.540 1.683 1.606
H 2.129 -1.234 0.516
H -0.234 -1.392 0.936
H -2.756 0.921 -0.128
H -0.435 -2.514 -0.241
H -0.474 1.030 1.841
H 1.658 1.669 -1.511
```

## Properties
total charge	0
HOMO-LUMO gap	10.1	eV
E_HOMO	-9.06	eV
SMILES	C=CC(=C)CCN
M	97.161	g mol⁻¹
spin multiplicity	1

=====

Taking the most stable structure as the zero point, the relative energies in kcal/mol are <one> 0.0; <two> 54.5.

=====

<one>
Here is C6H11N in the gas phase from OMol25. Energies are from ωB97M-V/def2-TZVPD.

```
18
Properties=species:S:1:pos:R:3
N -1.453 0.158 0.120
C 0.230 -1.028 -1.323
C 0.888 0.845 0.043
C -1.875 -0.335 1.401
C 1.436 -1.294 -1.841
C -0.074 -0.050 -0.284
C 1.065 1.653 1.310
H 2.392 -1.195 -1.351
H 1.458 -1.886 -2.750
H 0.730 2.686 1.223
H -2.021 -0.134 -0.663
H -0.672 -1.499 -1.732
H 2.054 1.530 1.725
H 1.616 1.071 -0.736
H -2.966 -0.405 1.392
H -1.415 -1.320 1.644
H -1.496 0.243 2.248
H 0.454 1.089 2.020
```

## Properties
total charge	0
HOMO-LUMO gap	8.5	eV
E_HOMO	-7.84	eV
SMILES	C=C/C(=C/C)NC
M	97.161	g mol⁻¹
spin multiplicity	1

=====

<two>
Here is C6H11N in the gas phase from OMol25. Energies are from ωB97M-V/def2-TZVPD.

```
18
Properties=species:S:1:pos:R:3
N 0.347 -1.784 -0.571
C 1.021 -2.776 -0.966
C 0.225 0.666 -0.650
C 0.903 -0.602 -0.085
C 1.372 -0.559 1.180
C -1.578 2.090 0.572
C -1.237 0.775 -0.167
H 2.058 -2.871 -0.598
H -1.943 0.586 -0.967
H -1.018 2.138 1.518
H 0.821 1.522 -0.320
H -1.322 -0.119 0.463
H -1.107 2.864 -0.051
H 0.590 -3.536 -1.606
H 1.665 -1.521 1.601
H -2.638 2.256 0.668
H 1.685 0.326 1.715
H 0.156 0.545 -1.735
```

## Properties
total charge	0
HOMO-LUMO gap	10.0	eV
E_HOMO	-8.94	eV
SMILES	C=NC(=C)CCC
M	97.161	g mol⁻¹
spin multiplicity	1

=====

<three>
Here is C6H11N in the gas phase from OMol25. Energies are from ωB97M-V/def2-TZVPD.

```
18
Properties=species:S:1:pos:R:3
N 1.378 0.104 -1.183
C 0.941 -0.075 2.421
C -0.479 0.174 0.345
C -1.966 -0.517 -2.202
C -0.729 -0.861 -1.861
C 0.064 -0.150 -0.830
C 0.254 0.906 1.433
H -0.478 1.541 1.938
H 0.217 -0.887 2.544
H 1.603 0.403 -2.115
H 2.028 0.368 -0.463
H -0.314 -1.799 -2.214
H 0.957 1.642 1.030
H -2.368 0.406 -1.800
H 1.863 -0.445 1.979
H 1.032 0.359 3.415
H -2.558 -0.919 -3.015
H -1.446 -0.250 0.579
```

## Properties
total charge	0
HOMO-LUMO gap	9.0	eV
E_HOMO	-7.94	eV
SMILES	C=C/C(N)=C/CC
M	97.161	g mol⁻¹
spin multiplicity	1

=====

<four>
Here is a molecular structure, C6H11N from OMol25. Energies are from ωB97M-V/def2-TZVPD.

```
18
Properties=species:S:1:pos:R:3
N 0.069 0.419 -0.344
C 1.488 -0.159 -0.278
C -1.988 -0.010 0.886
C 2.464 1.117 -0.211
C -0.883 -0.395 0.154
C 2.943 0.172 0.712
C -2.821 -0.367 -0.398
H 2.593 0.129 1.744
H 0.006 1.193 0.315
H 1.362 -1.052 0.336
H -0.579 -1.446 -0.090
H -2.765 -1.441 -0.722
H -3.887 -0.233 -0.230
H 1.686 -0.650 -1.220
H -2.085 -0.588 1.791
H 3.019 1.100 -1.142
H 1.945 2.053 0.015
H -2.568 0.159 -1.317
```

## Properties
total charge	0
HOMO-LUMO gap	7.1	eV
E_HOMO	-6.89	eV
M	97.161	g mol⁻¹
spin multiplicity	1

=====

Taking the most stable structure as the zero point, the relative energies in kcal/mol are <one> 31.5; <two> 20.2; <three> 0.0; <four> 187.2.

=====

<one>
Here is C6H11N in the gas phase from OMol25. Energies are from ωB97M-V/def2-TZVPD.

```
18
Properties=species:S:1:pos:R:3
N -0.919 1.668 -0.228
C -0.214 0.735 0.541
C 1.665 -1.257 -0.825
C 0.775 1.121 1.367
C -0.593 -0.690 0.271
C -2.072 2.086 0.059
C 0.124 -1.404 -0.864
H 1.946 -0.208 -0.895
H 0.070 -2.493 -0.773
H 1.255 2.055 1.113
H 2.088 -1.855 -1.629
H -2.645 2.466 -0.782
H -0.334 -1.277 1.154
H 2.012 -1.637 0.137
H 1.095 0.456 2.151
H -0.219 -1.245 -1.887
H -1.648 -0.677 -0.016
H -2.384 2.160 1.106
```

## Properties
total charge	0
HOMO-LUMO gap	9.3	eV
E_HOMO	-8.24	eV
SMILES	C=NC(=C)CCC
M	97.161	g mol⁻¹
spin multiplicity	1

=====

<two>
Here is C6H11N in the gas phase from OMol25. Energies are from ωB97M-V/def2-TZVPD.

```
18
Properties=species:S:1:pos:R:3
N -1.043 1.935 -0.428
C -0.146 -0.286 0.224
C -0.855 0.858 0.496
C 1.668 -0.305 2.018
C -0.222 -0.900 -1.159
C -0.335 -0.290 -2.398
C 0.708 -1.176 1.079
H -1.463 0.999 1.425
H 1.050 0.154 2.822
H -0.457 1.980 -1.315
H 0.574 -0.116 -3.023
H -0.318 -2.059 -1.123
H 0.341 -1.896 1.681
H 2.157 -1.081 2.390
H -2.000 2.259 -0.534
H 2.353 0.240 1.416
H 1.373 -1.836 0.357
H -1.214 0.404 -2.659
```

## Properties
total charge	0
HOMO-LUMO gap	6.4	eV
E_HOMO	-6.46	eV
SMILES	C=C/C(=C\N)CC
M	97.161	g mol⁻¹
spin multiplicity	1

=====

Taking the most stable structure as the zero point, the relative energies in kcal/mol are <one> 0.0; <two> 88.7.

=====

<one>
Here is C6H11N in the gas phase from OMol25. Energies are from ωB97M-V/def2-TZVPD.

```
18
Properties=species:S:1:pos:R:3
N -0.884 2.215 0.372
C 0.413 -0.938 -0.399
C -0.506 -1.899 -0.987
C -0.149 2.861 1.134
C -0.898 1.169 -0.384
C 0.400 0.481 -0.812
C 1.168 -1.246 0.947
H -1.398 -1.367 -1.137
H -1.880 0.749 -0.687
H -0.100 -2.142 -2.001
H -0.313 3.939 1.359
H 1.267 1.077 -0.495
H 0.603 0.662 -1.926
H 0.540 -1.844 1.561
H 1.937 -1.903 0.701
H -0.536 -2.686 -0.280
H 0.709 2.427 1.693
H 1.530 -0.289 1.461
```

## Properties
total charge	0
HOMO-LUMO gap (alpha / beta)	7.9 / 7.3	eV
E_HOMO (alpha / beta)	-6.90 / -7.01	eV
M	97.161	g mol⁻¹
spin multiplicity	1

=====

<two>
Here is C6H11N in the gas phase from OMol25. Energies are from ωB97M-V/def2-TZVPD.

```
18
Properties=species:S:1:pos:R:3
N -0.088 2.401 0.838
C -1.402 -0.779 -0.101
C 0.412 1.360 0.788
C 0.954 0.003 0.649
C 2.432 0.069 0.251
C 0.113 -0.820 -0.346
C -2.117 0.479 -0.620
H -1.761 1.418 -0.171
H -1.591 -0.903 0.975
H 2.852 -0.939 0.196
H 0.865 -0.467 1.637
H -1.997 0.562 -1.708
H 2.542 0.542 -0.730
H 0.331 -0.483 -1.367
H -3.187 0.423 -0.401
H -1.849 -1.656 -0.589
H 3.013 0.645 0.977
H 0.477 -1.854 -0.278
```

## Properties
total charge	0
HOMO-LUMO gap	11.8	eV
E_HOMO	-10.83	eV
SMILES	CCC[C@@H](C)C#N
M	97.161	g mol⁻¹
spin multiplicity	1

=====

Taking the most stable structure as the zero point, the relative energies in kcal/mol are <one> 99.4; <two> 0.0.

=====

<one>
Here is a gas-phase ion, C7H11N2O2 (charge +1) from OMol25. Energies are from ωB97M-V/def2-TZVPD.

```
22
Properties=species:S:1:pos:R:3
O -1.402 -0.731 2.895
O 0.419 -1.890 2.895
N -0.953 0.958 -0.702
N -0.407 -1.201 2.411
C -1.901 2.020 -1.193
C 0.511 1.235 -0.981
C 1.286 -0.087 -0.762
C 1.799 -2.240 0.282
C -0.110 -0.737 1.049
C 0.952 -1.004 0.181
C -1.077 0.519 0.710
H 1.080 2.113 -0.354
H 1.668 -3.188 -0.369
H -1.922 0.744 1.319
H 0.614 1.549 -2.070
H 2.019 -2.589 1.362
H 2.814 -2.088 -0.070
H -1.998 3.010 -0.644
H -2.893 1.494 -1.154
H 2.250 -0.296 -1.315
H -1.161 0.102 -1.259
H -1.589 2.308 -2.230
```

## Properties
total charge	+1
HOMO-LUMO gap (alpha / beta)	7.8 / 7.9	eV
E_HOMO (alpha / beta)	-13.24 / -13.50	eV
SMILES	CC1=CC[N@H+](C)C=C1[N+](=O)[O-]
M	155.177	g mol⁻¹
spin multiplicity	1

=====

<two>
Here is 4 unconnected molecules or ions with the total composition C7H11N2O2 from OMol25. Energies are from ωB97M-V/def2-TZVPD.

```
22
Properties=species:S:1:pos:R:3
O 3.694 -1.345 1.605
O 1.618 -2.186 2.006
N -1.422 0.402 0.602
N -1.709 -2.089 1.362
C -0.690 0.698 -0.401
C 0.447 1.191 -0.860
C -2.633 0.903 -2.076
C 2.670 -1.759 1.794
C -1.914 -0.043 -2.063
C 2.756 1.917 -0.644
C 1.628 1.469 -0.067
H -2.545 -2.518 1.880
H -1.610 -2.639 0.539
H 3.625 2.505 -0.208
H -1.602 -0.800 0.842
H -2.098 1.074 0.889
H 0.796 1.305 -1.841
H -1.556 -0.960 -2.528
H 3.085 1.654 -1.688
H 1.382 1.623 0.926
H -0.852 -2.290 1.866
H -3.073 1.889 -1.938
```

## Properties
total charge	+1
HOMO-LUMO gap	8.9	eV
E_HOMO	-12.61	eV
M	155.177	g mol⁻¹
spin multiplicity	1

=====

Taking the most stable structure as the zero point, the relative energies in kcal/mol are <one> 57.4; <two> 0.0.

=====

<one>
Here is C3H4O3 in the gas phase from OMol25. Energies are from ωB97M-V/def2-TZVPD.

```
10
Properties=species:S:1:pos:R:3
O -0.797 -0.499 -0.675
O -1.498 0.292 1.338
O 0.667 1.562 -0.145
C 1.244 0.503 -0.135
C -1.540 0.300 0.139
C 0.465 -0.810 -0.105
H 0.968 -1.594 -0.682
H 0.334 -1.161 0.925
H 2.345 0.469 -0.190
H -2.189 0.938 -0.471
```

## Properties
total charge	0
HOMO-LUMO gap	11.1	eV
E_HOMO	-10.39	eV
SMILES	O=CCOC=O
M	88.062	g mol⁻¹
spin multiplicity	1

=====

<two>
Here is 2 unconnected molecules or ions with the total composition C3H4O3 from OMol25. Energies are from ωB97M-V/def2-TZVPD.

```
10
Properties=species:S:1:pos:R:3
O -0.421 -1.184 0.658
O 1.632 -0.137 0.807
O -2.027 1.155 1.374
C -0.897 1.112 1.322
C 0.345 0.150 -1.208
C 0.574 -0.203 0.234
H -0.709 0.067 -1.460
H 0.918 -0.534 -1.831
H -0.123 -1.585 1.487
H 0.709 1.159 -1.383
```

## Properties
total charge	0
HOMO-LUMO gap	11.0	eV
E_HOMO	-10.61	eV
M	88.062	g mol⁻¹
spin multiplicity	1

=====

<three>
Here is C3H4O3 in the gas phase from OMol25. Energies are from ωB97M-V/def2-TZVPD.

```
10
Properties=species:S:1:pos:R:3
O 0.685 1.187 0.120
O 0.716 -1.057 -0.138
O 2.620 0.090 -0.118
C -0.621 -0.782 0.137
C 1.441 0.091 -0.038
C -0.635 0.795 -0.169
H -0.744 1.257 -1.237
H -1.215 0.838 0.756
H -0.844 -1.199 1.165
H -1.404 -1.218 -0.478
```

## Properties
total charge	0
HOMO-LUMO gap	11.7	eV
E_HOMO	-11.03	eV
SMILES	O=C1OCCO1
M	88.062	g mol⁻¹
spin multiplicity	1

=====

<four>
Here is C3H4O3 in the gas phase from OMol25. Energies are from ωB97M-V/def2-TZVPD.

```
10
Properties=species:S:1:pos:R:3
O 1.110 -1.325 -0.341
O 1.097 2.133 0.114
O 1.366 -0.133 0.078
C 0.437 0.900 0.037
C -1.465 -0.587 -0.076
C -0.831 0.503 0.062
H -2.026 -1.001 0.730
H -1.923 -0.814 -0.996
H 0.185 -1.744 -0.037
H 2.050 2.068 0.430
```

## Properties
total charge	0
HOMO-LUMO gap	8.9	eV
E_HOMO	-8.58	eV
SMILES	C=C=C(O)OO
M	88.062	g mol⁻¹
spin multiplicity	1

=====

Taking the most stable structure as the zero point, the relative energies in kcal/mol are <one> 3.5; <two> 0.0; <three> 18.2; <four> 139.8.